DFT (ωB97M-V/def2-TZVPD) results for a 7-piece molecular cluster, H14O7 overall.

Geometry as ORCA input:
```
! RIJCOSX wB97M-V def2-TZVPD def2/J DEFGRID3
* xyz 0 1
O -0.291 -1.754 -1.551
H -1.198 -1.989 -1.691
H -0.135 -0.914 -1.976
O -1.543 -3.206 1.260
H -1.348 -2.284 1.241
H -0.763 -3.755 1.263
O 0.374 1.092 -2.094
H 0.719 0.787 -1.245
H 1.110 1.542 -2.457
O 0.221 2.650 1.771
H -0.666 2.829 1.478
H 0.874 3.302 1.529
O 0.601 0.270 0.623
H 0.386 1.146 0.976
H -0.279 -0.123 0.721
O 3.426 0.080 -0.016
H 3.155 1.009 -0.264
H 2.647 -0.218 0.469
O -2.098 -0.256 0.181
H -2.212 0.267 -0.599
H -2.980 -0.477 0.382
*
```

## Properties
- DFT total energy (hartree) = -535.06141
- SMILES = O.O.O.O.O.O.O
- maximum force (eV Å⁻¹) = 2.04
- relative energy (zero: lowest compared OMol25 entry of this formula, charge and spin) (kJ/mol) = 163.9
- gap between HOMO and LUMO (eV) = 10.77

***

DFT (ωB97M-V/def2-TZVPD) results for a 7-piece molecular cluster, H14O7 overall.

Geometry as ORCA input:
```
! RIJCOSX wB97M-V def2-TZVPD def2/J DEFGRID3
* xyz 1 2
O -2.113 -1.533 0.630
H -2.609 -1.116 -0.075
H -1.247 -1.690 0.254
O 0.577 3.332 0.477
H -0.048 3.776 1.050
H 0.451 2.401 0.660
O 0.339 2.429 -2.088
H 0.061 1.561 -1.795
H 0.754 2.819 -1.319
O 0.118 0.793 0.771
H 0.090 0.042 0.179
H 0.456 0.439 1.594
O 1.265 -1.116 2.608
H 0.568 -1.337 3.225
H 2.075 -1.271 3.094
O 0.044 -3.040 -0.603
H 0.098 -3.148 -1.552
H 0.527 -2.233 -0.425
O -0.272 -0.306 -1.897
H 0.055 -0.235 -2.794
H -1.188 -0.564 -1.995
*
```

## Properties
- DFT total energy (hartree) = -534.67746
- maximum force (eV Å⁻¹) = 2.31
- relative energy (zero: lowest compared OMol25 entry of this formula, charge and spin) (kJ/mol) = 66.9
- expectation value of S² = 0.758
- gap between HOMO and LUMO (spin up / spin down) (eV) = 10.79 / 3.51

***

DFT (ωB97M-V/def2-TZVPD) results for H14O7Sr as an isolated structure.

Geometry as ORCA input:
```
! RIJCOSX wB97M-V def2-TZVPD def2/J DEFGRID3
* xyz 2 1
Sr 0.407 -0.104 0.048
O 0.537 -0.539 2.949
H -0.168 -0.998 3.431
H 0.476 0.352 3.322
O 1.935 1.550 1.132
H 1.821 1.566 2.094
H 2.812 1.947 1.013
O -1.608 -0.375 -1.736
H -2.407 0.171 -1.715
H -1.480 -0.573 -2.673
O -1.710 0.825 1.298
H -1.966 1.696 1.636
H -2.477 0.256 1.463
O 0.508 1.885 -1.686
H 0.064 2.734 -1.821
H 1.105 1.795 -2.442
O -0.751 -2.378 0.374
H -1.416 -2.814 -0.178
H -0.316 -3.096 0.861
O 1.389 -1.161 -2.119
H 1.062 -1.034 -3.019
H 2.185 -1.705 -2.231
*
```

## Properties
- DFT total energy (hartree) = -565.39832
- maximum force (eV Å⁻¹) = 0.66
- relative energy (zero: lowest compared OMol25 entry of this formula, charge and spin) (kJ/mol) = 27.0
- gap between HOMO and LUMO (eV) = 12.51

***

DFT (ωB97M-V/def2-TZVPD) results for H15LiO8 as an isolated structure.

Geometry as ORCA input:
```
! RIJCOSX wB97M-V def2-TZVPD def2/J DEFGRID3
* xyz 0 1
Li 1.542 0.313 -0.244
O -0.345 -0.105 -0.415
H -0.642 0.387 0.326
O -1.368 2.657 1.714
H -1.572 2.542 2.549
H -2.321 2.645 1.267
O 1.195 1.926 1.149
H 0.220 2.282 1.088
H 1.371 2.542 1.777
O -0.944 1.347 -2.439
H -0.173 1.926 -2.179
H -0.836 0.641 -1.858
O -1.928 -1.900 -1.866
H -2.528 -2.581 -1.277
H -1.479 -1.270 -1.272
O -0.153 -2.087 1.379
H -0.400 -2.970 1.075
H -0.468 -1.391 0.700
O 1.503 -1.596 -1.845
H 0.550 -1.112 -1.553
H 1.926 -1.122 -2.571
O 2.402 -1.035 1.134
H 2.848 -0.664 1.950
H 1.601 -1.366 1.419
*
```

## Properties
- DFT total energy (hartree) = -618.45255
- maximum force (eV Å⁻¹) = 8.28
- relative energy (zero: lowest compared OMol25 entry of this formula, charge and spin) (kJ/mol) = 97.6
- gap between HOMO and LUMO (eV) = 9.70

***

DFT (ωB97M-V/def2-TZVPD) results for a 9-piece molecular cluster, H16NO11 overall.

Geometry as ORCA input:
```
! RIJCOSX wB97M-V def2-TZVPD def2/J DEFGRID3
* xyz -1 1
N -3.016 -8.986 22.392
O -3.009 -7.748 22.295
O -2.425 -9.603 21.480
O -4.195 -9.401 22.596
O -0.477 -6.909 19.990
H -1.362 -6.911 20.339
H -0.284 -7.832 19.809
O -2.617 -5.011 23.038
H -2.067 -5.035 23.769
H -2.927 -5.892 22.941
O -3.311 -7.333 19.689
H -3.403 -6.376 19.480
H -3.629 -7.488 20.597
O -3.029 -9.958 18.655
H -2.744 -10.876 18.748
H -2.804 -9.313 19.282
O -0.275 -9.563 19.434
H -0.995 -9.533 20.015
H 0.387 -9.937 19.993
O -0.735 -11.728 21.653
H -1.072 -12.439 22.162
H -1.494 -11.134 21.592
O -6.049 -7.248 21.702
H -5.750 -6.399 21.278
H -5.287 -7.478 22.150
O -4.994 -10.904 20.310
H -4.715 -10.684 21.202
H -4.181 -10.558 19.826
*
```

## Properties
- DFT total energy (hartree) = -891.89882
- maximum force (eV Å⁻¹) = 9.28
- relative energy (zero: lowest compared OMol25 entry of this formula, charge and spin) (kJ/mol) = 269.7
- gap between HOMO and LUMO (eV) = 9.08

***

DFT (ωB97M-V/def2-TZVPD) results for a 7-piece molecular cluster, H16NO6 overall.

Geometry as ORCA input:
```
! RIJCOSX wB97M-V def2-TZVPD def2/J DEFGRID3
* xyz 1 1
N -0.753 -0.673 -0.034
H -1.641 -0.181 -0.337
H 0.043 0.001 0.148
H -0.773 -1.372 0.700
H -0.461 -1.210 -0.866
H 1.816 1.560 1.592
H 1.168 1.570 2.984
O 0.994 1.375 2.054
H -1.390 0.321 2.488
H -2.523 -0.019 3.537
O -2.332 0.242 2.638
H -1.548 -2.334 -2.644
H -0.382 -3.013 -3.100
O -0.700 -2.625 -2.274
H 2.688 1.145 -1.915
H 3.880 1.651 -1.163
O 2.927 1.537 -1.066
H -3.199 1.527 -0.846
H -1.612 1.978 -0.859
O -2.277 1.277 -0.975
H 1.588 -1.585 0.178
H 2.616 -0.360 0.082
O 1.871 -0.816 -0.322
*
```

## Properties
- DFT total energy (hartree) = -515.55927
- maximum force (eV Å⁻¹) = 1.44
- relative energy (zero: lowest compared OMol25 entry of this formula, charge and spin) (kJ/mol) = 182.2
- gap between HOMO and LUMO (eV) = 11.75

***

DFT (ωB97M-V/def2-TZVPD) results for H16O12SSr as an isolated structure.

Geometry as ORCA input:
```
! RIJCOSX wB97M-V def2-TZVPD def2/J DEFGRID3
* xyz 0 1
Sr -13.762 5.564 -14.714
S -16.318 4.791 -12.259
O -17.739 4.773 -12.311
O -15.861 3.420 -12.434
O -15.689 5.709 -13.197
O -15.919 5.224 -10.951
O -11.499 4.765 -13.969
H -11.203 3.896 -14.177
H -10.916 5.360 -14.421
O -13.078 3.637 -16.511
H -12.802 2.743 -16.370
H -13.385 3.592 -17.427
O -11.765 6.720 -16.059
H -11.393 7.564 -16.197
H -11.258 6.091 -16.596
O -14.231 8.163 -15.566
H -13.613 8.679 -15.031
H -13.935 8.276 -16.447
O -16.141 4.143 -15.296
H -17.031 4.142 -15.026
H -15.960 3.227 -15.463
O -13.110 7.068 -12.785
H -13.476 7.294 -11.937
H -12.169 7.384 -12.768
O -13.747 3.081 -13.717
H -14.594 3.040 -13.252
H -13.839 2.288 -14.270
O -14.864 5.923 -17.122
H -15.143 6.605 -17.765
H -15.687 5.582 -16.756
*
```

## Properties
- DFT total energy (hartree) = -1341.46989
- maximum force (eV Å⁻¹) = 4.22
- relative energy (zero: lowest compared OMol25 entry of this formula, charge and spin) (kJ/mol) = 81.1
- gap between HOMO and LUMO (eV) = 4.28

***

DFT (ωB97M-V/def2-TZVPD) results for a 8-piece molecular cluster, H16O7S overall.

Geometry as ORCA input:
```
! RIJCOSX wB97M-V def2-TZVPD def2/J DEFGRID3
* xyz 0 1
S -2.911 1.676 5.004
H -1.816 0.934 4.689
H -3.654 0.625 4.915
H 0.232 -1.791 0.223
H -1.057 -2.231 0.814
O -0.546 -1.440 0.808
H -1.265 -4.099 -2.175
H -0.724 -2.776 -2.515
O -0.568 -3.494 -1.889
H 3.253 -0.535 1.512
H 2.413 -0.883 0.197
O 2.377 -0.440 1.092
H 2.766 4.734 -4.130
H 4.217 4.559 -3.693
O 3.575 5.281 -4.125
H -0.017 -0.595 -2.256
H -1.358 -0.365 -3.060
O -0.649 -0.976 -2.930
H 2.778 -3.284 -1.139
H 1.269 -2.977 -1.215
O 2.128 -2.593 -1.101
H -1.154 2.082 -0.726
H -0.614 0.444 -0.212
O -1.153 1.079 -0.766
*
```

## Properties
- DFT total energy (hartree) = -934.41352
- SMILES = O.O.O.O.O.O.O.S
- maximum force (eV Å⁻¹) = 3.97
- relative energy (zero: lowest compared OMol25 entry of this formula, charge and spin) (kJ/mol) = 210.4
- gap between HOMO and LUMO (eV) = 9.91

***

DFT (ωB97M-V/def2-TZVPD) results for a 8-piece molecular cluster, H16O8 overall.

Geometry as ORCA input:
```
! RIJCOSX wB97M-V def2-TZVPD def2/J DEFGRID3
* xyz 0 1
O 1.445 0.321 1.965
H 1.415 0.289 1.006
H 1.789 1.164 2.205
O 2.623 -0.160 -0.883
H 3.259 -0.829 -0.681
H 1.858 -0.716 -1.115
O -0.362 2.713 -0.032
H -0.425 1.788 0.060
H -1.045 2.689 -0.691
O 0.575 -1.301 -2.130
H 0.820 -2.248 -2.020
H 0.644 -1.134 -3.061
O -2.043 0.736 -3.793
H -1.565 -0.069 -3.909
H -1.812 1.040 -2.941
O -0.971 -1.906 1.769
H -1.470 -1.346 2.386
H -0.176 -2.054 2.273
O -0.836 0.074 -0.210
H -0.849 -0.600 0.425
H -0.356 -0.369 -0.940
O -0.981 0.345 3.592
H -0.171 0.371 3.136
H -1.365 1.200 3.589
*
```

## Properties
- DFT total energy (hartree) = -611.50175
- SMILES = O.O.O.O.O.O.O.O
- maximum force (eV Å⁻¹) = 2.91
- relative energy (zero: lowest compared OMol25 entry of this formula, charge and spin) (kJ/mol) = 212.3
- gap between HOMO and LUMO (eV) = 10.43

***

DFT (ωB97M-V/def2-TZVPD) results for a 8-piece molecular cluster, H16O8 overall.

Geometry as ORCA input:
```
! RIJCOSX wB97M-V def2-TZVPD def2/J DEFGRID3
* xyz 0 1
O -1.707 1.490 2.809
H -1.389 1.446 1.897
H -2.665 1.457 2.732
O -3.524 0.217 -1.874
H -3.021 -0.326 -1.256
H -4.383 -0.214 -1.925
O 3.421 -0.564 -1.476
H 2.573 -0.151 -1.288
H 3.954 -0.349 -0.704
O -0.653 0.684 -0.061
H -0.456 -0.258 -0.139
H 0.216 1.108 -0.146
O 1.688 1.996 -1.028
H 2.179 2.154 -1.846
H 1.067 2.737 -0.970
O 3.247 0.778 1.044
H 3.961 1.176 1.556
H 2.698 1.522 0.761
O -0.066 -2.331 0.038
H -0.121 -3.292 -0.034
H 0.700 -2.169 0.606
O -2.824 -2.066 0.442
H -1.888 -2.072 0.155
H -3.007 -2.973 0.706
*
```

## Properties
- DFT total energy (hartree) = -611.50546
- SMILES = O.O.O.O.O.O.O.O
- maximum force (eV Å⁻¹) = 0.70
- relative energy (zero: lowest compared OMol25 entry of this formula, charge and spin) (kJ/mol) = 202.6
- gap between HOMO and LUMO (eV) = 10.83

***

DFT (ωB97M-V/def2-TZVPD) results for a 8-piece molecular cluster, H16O8 overall.

Geometry as ORCA input:
```
! RIJCOSX wB97M-V def2-TZVPD def2/J DEFGRID3
* xyz 0 1
O 26.079 19.100 44.048
H 25.002 19.254 43.881
H 26.110 18.388 43.322
O 24.620 20.052 41.056
H 24.053 19.588 41.858
H 25.397 19.631 40.713
O 22.978 22.300 40.548
H 23.777 21.799 40.864
H 23.332 22.944 39.915
O 26.977 18.639 39.943
H 26.677 19.437 39.608
H 27.661 18.851 40.579
O 26.519 21.305 38.968
H 25.970 21.636 38.391
H 27.330 21.602 38.628
O 28.333 19.873 42.007
H 27.670 20.504 42.281
H 28.653 19.518 42.995
O 23.504 19.685 43.389
H 22.585 19.319 43.295
H 23.290 20.591 43.816
O 23.158 17.808 39.414
H 23.285 18.494 40.089
H 24.141 17.644 39.082
*
```

## Properties
- DFT total energy (hartree) = -611.43950
- SMILES = O.O.O.O.O.O.O.O
- maximum force (eV Å⁻¹) = 7.53
- relative energy (zero: lowest compared OMol25 entry of this formula, charge and spin) (kJ/mol) = 375.7
- gap between HOMO and LUMO (eV) = 10.72